Record 1
Entry from OMol25: a structure of composition C17H13Cl3CsGeN4O4Se (ωB97M-V/def2-TZVPD).

CARTESIAN COORDINATES (ANGSTROEM)
Cs (-0.23804, 0.72127, 1.41347)
Se (-0.50430, -0.13390, 4.78136)
Ge (-1.75203, 2.89720, 4.63643)
Cl (-0.36572, 4.47786, 3.86949)
Cl (-3.16226, 4.37115, 5.96360)
Cl (-2.99278, 2.61869, 2.77400)
O (-0.41947, 1.58173, 4.42803)
O (-1.59594, -0.70690, 3.72121)
O (-0.92365, -0.27320, 6.33091)
O (1.00543, -0.60349, 4.41696)
N (2.82365, 0.06758, 1.24876)
N (2.77971, -1.40785, -0.64155)
N (-0.94011, -0.15413, -1.53496)
N (1.61788, -0.99352, -0.88088)
C (-4.29241, 1.32831, -1.23407)
C (1.22128, -2.58127, -4.20101)
C (-2.08938, 0.52067, -1.89294)
C (-4.41383, 2.05587, -2.41162)
C (-3.36337, 2.02628, -3.32155)
C (-3.15779, 0.57673, -0.97905)
C (3.29383, 0.32959, 2.46671)
C (1.76503, -2.18591, -3.00831)
C (4.27979, -1.82645, 1.16366)
C (-2.22347, 1.28149, -3.07108)
C (4.25525, -0.43798, 3.10409)
C (-0.26655, -0.89881, -2.39476)
C (4.76571, -1.53449, 2.42519)
C (-0.09342, -2.16019, -4.50342)
C (3.28114, -1.01611, 0.62598)
C (-0.80187, -1.36351, -3.65494)
C (1.06626, -1.36855, -2.10013)
H (-3.07581, 0.02262, -0.04898)
H (5.51826, -2.16597, 2.88229)
H (-1.81607, -1.08431, -3.90608)
H (4.56377, -0.19078, 4.10967)
H (-3.42509, 2.60704, -4.23614)
H (1.77304, -3.21409, -4.88467)
H (-5.29729, 2.65142, -2.60521)
H (2.75958, -2.50112, -2.72275)
H (2.86404, 1.18567, 2.97573)
H (-1.40163, 1.29485, -3.77706)
H (4.62136, -2.67891, 0.59266)
H (-5.08201, 1.35565, -0.49251)
H (-0.56072, -2.49022, -5.42654)

Values from the calculation:
Total energy ... -191971.1152 eV
Spin multiplicity ... 2
Net charge ... -2
Energy relative to the best compared isomer or geometry (same formula, charge and spin) ... 0.0000 eV
Orbital gap (alpha / beta) ... 5.934 / 6.041 eV


Record 2
Entry from OMol25: the molecule C17H13Cl3N4O3S at a distorted geometry (ωB97M-V/def2-TZVPD).

CARTESIAN COORDINATES (ANGSTROEM)
Cl (1.25727, -2.72529, -3.41527)
Cl (-0.10672, -5.75284, 2.34222)
Cl (-1.19827, -8.73912, -2.07903)
S (0.74812, 5.21850, -0.30983)
O (-0.04391, 6.14801, -1.03187)
O (-1.61609, -3.73489, -2.29330)
O (1.97478, 4.88731, -1.03829)
N (-1.41030, 2.06565, -0.14077)
N (-2.01748, -1.79572, -1.14110)
N (0.64948, 2.30402, -0.69696)
N (-1.10079, 3.39895, 0.08050)
C (0.06280, -1.94614, -2.31255)
C (1.15191, 5.69837, 1.31751)
C (-0.61383, 0.06626, -1.08063)
C (0.43051, -0.65942, -1.78441)
C (1.73765, 4.50656, 2.12893)
C (-0.37589, 1.46289, -0.62748)
C (0.06311, 3.51195, -0.32527)
C (-1.02778, -7.18787, -1.37484)
C (-1.73482, -0.60747, -0.68364)
C (-1.44644, -4.81734, -1.50254)
C (0.71124, 3.82371, 2.95644)
C (-0.69361, -5.91867, 0.65517)
C (1.92279, 4.58391, 3.59872)
C (-1.16360, -4.79817, -0.11688)
C (-0.58201, -7.12477, -0.06421)
C (-1.42243, -6.00148, -2.12431)
C (-1.16830, -2.49840, -1.93953)
H (-2.56116, -0.03620, -0.17052)
H (1.61660, 2.03429, -0.93027)
H (-0.34823, 4.16231, 2.82107)
H (0.27391, 6.15241, 1.76029)
H (2.00974, 6.33871, 1.15302)
H (2.28394, 3.79691, 1.65342)
H (0.71812, 2.77591, 2.76521)
H (1.75019, 5.50304, 4.10692)
H (1.43402, -0.27987, -2.02706)
H (-1.00762, -3.85638, 0.45213)
H (-1.84724, -6.05169, -3.13449)
H (-0.08548, -7.89336, 0.50667)
H (2.77581, 3.98541, 4.04682)

Values from the calculation:
Total energy ... -78340.5633 eV
Net charge ... 0
Energy relative to the best compared isomer or geometry (same formula, charge and spin) ... 2.3142 eV
SMILES string ... O=S(=O)(CC1CC1)c1nnc(-c2cnc(Oc3cc(Cl)cc(Cl)c3)c(Cl)c2)[nH]1
Orbital gap ... 8.760 eV


Record 3
Entry from OMol25: a cluster of 2 separate species, C17H13F3N3O10S2 in total at a distorted geometry (ωB97M-V/def2-TZVPD).

CARTESIAN COORDINATES (ANGSTROEM)
S (-4.81996, -1.17703, 0.86701)
S (1.45905, -0.97662, 0.87757)
F (-3.13136, 0.12908, 2.43963)
F (-2.75749, -2.04479, 2.30549)
F (-4.45611, -1.29024, 3.48130)
O (-1.53769, 1.37205, -3.79016)
O (-1.91673, -4.05275, -2.39501)
O (-2.35245, 2.96530, -2.35245)
O (-1.01357, -2.81761, -3.96377)
O (1.85287, -1.57067, -0.37206)
O (0.36809, -1.52440, 1.64850)
O (-5.71921, -0.06589, 0.96589)
O (1.34662, 2.61287, -0.57967)
O (-5.29032, -2.53827, 0.75638)
O (0.25944, 0.80795, -1.46581)
N (-1.70410, -2.94198, -2.93500)
N (-2.25705, 1.78943, -2.65064)
N (-1.49650, 0.00255, -3.88711)
C (2.84008, -1.00011, 3.27120)
C (0.89394, 1.32005, -0.54715)
C (4.19934, -1.41022, 1.30923)
C (2.95056, -1.13317, 1.88633)
C (5.32310, -1.56763, 2.12798)
C (5.21329, -1.42464, 3.51279)
C (-3.08716, -1.97972, -1.13776)
C (-2.13232, -0.44551, -2.77384)
C (1.52703, 4.73516, -1.69875)
C (1.33365, 3.25063, -1.88646)
C (-2.62357, 0.61596, -2.00511)
C (-3.71157, -1.09510, 2.38423)
C (1.27420, 0.71627, 0.70935)
C (3.96842, -1.15191, 4.08162)
C (-2.31429, -1.79102, -2.29986)
C (-3.33311, 0.43945, -0.81743)
C (-3.62607, -0.88874, -0.44048)
H (6.09269, -1.52325, 4.14783)
H (0.67093, 5.14697, -1.15649)
H (2.12519, 2.81104, -2.50776)
H (6.28663, -1.80787, 1.67675)
H (1.86669, -0.79098, 3.71136)
H (0.36754, 3.07376, -2.36485)
H (4.29349, -1.51277, 0.22856)
H (2.45313, 4.96760, -1.16644)
H (3.85603, -1.06166, 5.16146)
H (1.55429, 5.19821, -2.68521)
H (1.87800, 1.30258, 1.38744)
H (-3.32230, -2.98657, -0.79440)
H (-3.65138, 1.31422, -0.26420)

Values from the calculation:
Total energy ... -72600.4919 eV
Net charge ... -1
Orbital gap ... 4.274 eV


Record 4
Entry from OMol25: a cluster of 2 separate species, C17H13F4N2 in total at a distorted geometry (ωB97M-V/def2-TZVPD).

CARTESIAN COORDINATES (ANGSTROEM)
F (1.46679, 5.21538, -1.19647)
F (-2.10102, -0.49847, 4.74613)
F (-2.63540, 4.33340, 1.03319)
F (2.43467, -1.87981, 5.04361)
N (4.29599, -0.00185, -1.38068)
N (2.81331, 0.66304, 0.13190)
C (5.44012, -0.09258, -2.28141)
C (0.80335, 0.48108, 2.70190)
C (1.80846, -0.28480, 3.39140)
C (3.28798, -0.95649, -1.35128)
C (1.26701, 1.37099, 1.67846)
C (-0.61726, 4.81921, -0.10826)
C (-0.80137, -0.42204, 4.29685)
C (-1.31498, 4.02177, 0.79642)
C (-0.53621, 0.34457, 3.17958)
C (1.29525, 3.32568, 0.24039)
C (0.15934, -1.18483, 4.97293)
C (1.46358, -1.08492, 4.46718)
C (0.71550, 4.44700, -0.33216)
C (2.38453, -0.53009, -0.40766)
C (0.55245, 2.47560, 1.12383)
C (3.98037, 0.95850, -0.45582)
C (-0.77907, 2.91928, 1.44272)
H (2.85328, -0.19699, 3.08338)
H (6.39613, -0.19537, -1.74386)
H (-0.09533, -1.83007, 5.79397)
H (-1.36107, 0.85386, 2.69003)
H (2.36557, 1.53103, 1.70485)
H (1.48530, -1.02030, -0.09711)
H (4.62459, 1.80545, -0.24955)
H (-1.36346, 2.45452, 2.22472)
H (5.51531, 0.77817, -2.95184)
H (2.33927, 3.08136, 0.04530)
H (3.30347, -1.81833, -1.97420)
H (5.29169, -0.99327, -2.89764)
H (-1.07510, 5.65702, -0.60717)

Values from the calculation:
Total energy ... -31680.9464 eV
Net charge ... +1
Energy relative to the best compared isomer or geometry (same formula, charge and spin) ... 1.9080 eV
Orbital gap ... 6.558 eV